The following is a DFT calculation (ωB97M-V/def2-TZVPD) of a molecular structure, C29H23Br2KN4O2S.

Geometry as XYZ:
```
62
Properties=species:S:1:pos:R:3:forces:R:3:mulliken_charge:R:1
K -0.0341 -0.0518 -0.1309 -0.4450 -0.2430 -0.6814 0.84
C -0.5955 -0.0891 3.1388 0.1128 0.0174 -0.0138 -0.98
O 0.4851 0.0469 2.2035 0.0155 0.0066 0.8769 0.23
C 1.7586 0.0561 2.6512 -0.1339 0.0308 0.0135 0.26
C 2.1186 0.0767 3.9790 0.0197 -0.0210 0.1191 -0.55
C 3.4702 0.0913 4.3145 -0.0108 0.0053 0.0463 -0.69
Br 3.9561 0.1175 6.1407 0.0171 0.0023 0.0542 -0.22
C 4.4445 0.0890 3.3529 0.1053 0.0065 -0.0253 -0.71
C 4.0791 0.0703 1.9996 0.3530 -0.0090 -0.0411 1.33
C 2.7401 0.0540 1.6418 -0.1964 0.0091 -0.2363 0.07
O 2.3197 0.0361 0.3540 0.6311 0.0333 0.7582 -0.75
C 5.0764 0.0600 0.9273 -0.0899 -0.0085 0.3137 -0.17
N 4.7526 0.0549 -0.3408 0.4069 0.0014 -0.3831 -0.33
C 5.9557 0.0442 -1.0401 -0.2532 -0.0032 -0.1064 0.32
C 6.1972 0.0376 -2.4113 -0.0014 0.0003 -0.0803 -0.85
C 7.5125 0.0262 -2.8322 0.0335 0.0000 0.0688 -0.56
C 8.5747 0.0219 -1.9112 -0.0611 -0.0007 -0.0320 -0.40
C 8.3481 0.0296 -0.5478 -0.0388 -0.0008 -0.0045 -1.06
C 7.0181 0.0411 -0.1392 0.0778 -0.0017 0.2521 0.65
N 6.4246 0.0515 1.1155 0.1491 0.0051 -0.0720 -0.04
H -0.4622 -0.9825 3.7496 0.0387 -0.0192 -0.0027 0.44
H -1.4919 -0.2050 2.5330 0.0232 -0.0030 -0.0331 0.09
H -0.6658 0.7960 3.7736 0.0228 0.0202 -0.0083 0.38
H 1.3658 0.0792 4.7526 0.0131 0.0039 0.0090 0.56
H 5.4834 0.1037 3.6529 -0.0096 -0.0038 -0.0222 0.44
H 3.1343 0.0365 -0.2190 0.1930 0.0320 -0.1434 0.71
H 5.3757 0.0431 -3.1170 0.0307 -0.0007 0.0274 0.49
H 7.7338 0.0206 -3.8920 -0.0006 0.0012 0.0381 0.38
H 9.5928 0.0120 -2.2788 -0.0286 0.0017 0.0079 0.38
H 9.1669 0.0264 0.1611 -0.0364 0.0004 -0.0258 0.38
H 6.9013 0.0416 1.9986 -0.0124 0.0044 0.0120 0.20
C -0.4762 3.1699 0.0086 -0.0254 -0.0503 0.0133 -1.14
C -1.9182 2.7121 0.0124 0.0613 0.0276 -0.0150 0.61
C -2.9646 3.6601 -0.0045 0.1146 0.0753 -0.0056 -0.91
C -4.2478 3.2094 -0.0089 -0.1134 -0.0367 0.0055 -0.91
C -4.5246 1.8237 0.0046 0.0878 0.0484 -0.0252 1.19
C -5.8507 1.3398 -0.0056 0.0541 0.0467 0.0035 -0.83
C -6.0484 -0.0099 0.0068 0.0797 -0.2330 0.0052 -0.61
C -4.9624 -0.9069 0.0346 0.0448 0.0067 0.0051 -0.36
C -3.6319 -0.5044 0.0491 0.0140 0.1657 0.0081 0.48
S -2.3369 -1.6831 0.1038 -0.7781 -0.1141 0.0910 -0.48
C -3.4190 0.9300 0.0251 0.2160 0.0044 0.0135 -0.87
N -2.1350 1.4180 0.0249 -0.7265 0.2178 0.0622 0.40
H -0.4005 4.2559 0.0060 -0.0202 0.0052 0.0029 0.45
H 0.0513 2.7993 -0.8757 -0.0228 0.0073 0.0226 0.16
H 0.0518 2.7987 0.8917 -0.0249 -0.0049 -0.0291 0.12
H -2.7393 4.7199 -0.0137 0.0051 -0.0466 0.0007 0.46
H -5.0768 3.9089 -0.0222 -0.0076 -0.0266 -0.0016 0.37
H -6.6785 2.0398 -0.0226 0.0440 -0.0193 0.0001 0.35
H -7.0586 -0.4038 -0.0016 0.0426 -0.0383 0.0007 0.35
H -5.1505 -1.9734 0.0505 -0.0413 0.0351 -0.0025 0.41
Br -0.2774 -0.0798 -7.2984 -0.0029 0.0028 -0.1017 -0.15
C -0.1270 -0.0172 -5.4224 0.0077 0.0079 -0.0735 0.31
C -0.9765 0.7891 -4.6911 -0.1102 0.0206 0.1012 -0.72
C -0.8305 0.7937 -3.3119 0.1768 -0.0659 0.0508 -0.20
N 0.0995 0.0806 -2.6705 0.0388 -0.0004 -0.9270 0.05
C 0.8960 -0.7012 -3.4037 -0.0799 0.1986 0.0462 -0.26
C 0.8298 -0.7841 -4.7851 0.0223 -0.0855 0.0758 -0.64
H -1.7393 1.3860 -5.1711 0.0191 -0.0205 0.0185 0.43
H -1.4908 1.3963 -2.6927 0.0540 -0.0593 -0.0268 0.29
H 1.6296 -1.2913 -2.8607 -0.0355 0.0443 -0.0270 0.38
H 1.4945 -1.4316 -5.3397 -0.0196 0.0193 0.0223 0.41
```
Positions in Å, forces in eV/Å.

Its spin multiplicity is 1. As for the HOMO-LUMO gap: 5.886 eV.


The following is a DFT calculation (ωB97M-V/def2-TZVPD) of a molecular structure, C2H8N2O6.

Geometry as XYZ:
```
18
Properties=species:S:1:pos:R:3:forces:R:3:mulliken_charge:R:1
C -0.4899 -0.0619 0.2196 0.3950 0.0102 0.3524 0.86
C 0.9906 -0.3993 0.7023 -0.3679 0.1081 -0.1439 0.22
N -0.3677 0.3775 -1.2104 0.9943 1.7995 0.1280 0.01
N 1.4222 -1.5494 -0.0559 0.0243 0.0355 0.0829 -0.60
O 0.1462 1.5920 -1.3385 0.0908 -1.8245 0.2840 -0.66
O -2.0342 1.0736 -1.4515 0.7195 0.9269 -0.0960 -0.63
O -1.2830 -1.1894 0.2141 0.0945 0.1264 0.0168 -0.59
O -0.9754 0.9078 1.0727 0.0862 -0.1511 -0.2408 -0.52
O 0.9248 -0.8340 2.0188 0.0743 0.0470 -0.0935 -0.54
O 1.8087 0.7270 0.6176 -0.0443 -0.0903 0.0165 -0.59
H -1.2251 1.8262 -1.7261 -2.0982 -1.5126 0.0580 0.47
H -2.3319 0.4602 -2.1403 0.0181 0.5797 -0.3868 0.39
H -0.6789 -1.9499 0.1424 -0.0164 0.0798 -0.0267 0.40
H -1.9273 0.9847 0.9234 0.0447 -0.0148 -0.0521 0.40
H 0.6676 -0.0769 2.5612 0.0023 -0.0080 -0.0831 0.41
H 1.4224 1.3742 -0.0041 0.0039 -0.1574 0.1491 0.46
H 2.1916 -1.9959 0.4304 -0.0155 0.0317 0.0080 0.28
H 1.7392 -1.2665 -0.9758 -0.0056 0.0141 0.0270 0.24
```
Positions in Å, forces in eV/Å.

Its spin multiplicity is 1. As for the HOMO-LUMO gap (alpha / beta): 9.048 / 9.047 eV.


The following is a DFT calculation (ωB97M-V/def2-TZVPD) of a molecular structure, C21H38IrN2O5S3Si4Te.

Geometry as XYZ:
```
75
Properties=species:S:1:pos:R:3:forces:R:3:mulliken_charge:R:1
Ir -1.2554 -2.8364 0.1413 -0.6803 0.1079 -0.0538 1.64
C 5.1478 0.5075 -2.0363 -0.0141 0.0126 0.0113 -1.37
C 4.3344 -0.7036 -1.6690 0.0203 0.0091 -0.0178 0.88
C 4.1374 -1.0429 -0.3304 -0.0117 0.0069 0.0260 -0.67
C 3.3654 -2.1335 0.0192 -0.0527 0.0268 -0.0343 -0.38
C 2.7631 -2.8909 -0.9775 0.1705 0.0040 -0.0837 0.08
C 2.9567 -2.5840 -2.3117 -0.0281 0.0399 0.0673 -0.31
C 3.7451 -1.4921 -2.6481 -0.0372 0.0342 -0.0301 -0.70
S 1.7473 -4.2679 -0.5409 -0.0337 -0.0319 0.1245 1.26
O 2.5698 -5.1471 0.2519 0.0209 -0.0734 -0.0225 -0.76
O 1.1340 -4.7372 -1.7457 0.0171 -0.0253 0.0301 -0.71
N 0.5957 -3.6505 0.4086 0.2911 -0.4977 0.2362 -0.33
C 0.6354 -3.5570 1.7758 0.1613 -0.0200 -0.1172 0.52
C 1.5262 -4.0452 2.7423 -0.0800 0.0062 -0.0931 -0.64
C 1.1780 -3.8628 4.0616 -0.1240 0.0372 0.1096 -0.54
C -0.0236 -3.2380 4.4158 0.1488 -0.0639 -0.0014 -0.77
C -0.8326 -2.7670 3.4077 0.0270 0.1137 -0.1600 -0.36
N -0.4787 -2.8800 2.1267 0.1576 0.3358 0.0540 -0.36
H 6.0346 0.5921 -1.4069 0.0054 0.0024 0.0056 0.40
H 4.5595 1.4189 -1.9060 -0.0064 -0.0116 0.0004 0.20
H 5.4685 0.4660 -3.0769 -0.0006 -0.0023 -0.0074 0.39
H 4.5835 -0.4321 0.4462 0.0157 -0.0044 0.0008 0.36
H 3.2056 -2.3776 1.0622 0.0070 -0.0156 0.0049 0.36
H 2.4658 -3.1805 -3.0677 -0.0024 -0.0046 -0.0109 0.46
H 3.8815 -1.2341 -3.6919 0.0197 -0.0163 -0.0060 0.30
H 2.4102 -4.5838 2.4423 0.0089 0.0119 -0.0012 0.58
H 1.8345 -4.2413 4.8355 -0.0004 0.0123 0.0106 0.39
H -0.3193 -3.1200 5.4476 0.0083 -0.0196 0.0109 0.41
H -1.7798 -2.2832 3.6015 -0.0196 0.0611 -0.0191 0.53
O -3.0255 -4.3069 0.8558 0.0112 -0.0556 -0.1289 -0.66
S -3.6503 -3.4530 -0.1939 0.0532 -0.2485 0.0179 0.92
O -3.2176 -2.0466 0.1972 -0.2015 0.0841 0.2507 -0.58
O -5.0475 -3.6391 -0.4370 -0.0349 0.0830 0.0726 -0.66
S -2.3451 -3.6428 -1.7516 0.0385 -0.0035 -0.3170 -0.34
C 1.7781 1.5375 1.6259 0.1109 -0.0601 -0.0265 -0.82
Si -0.0665 1.8698 1.6871 0.0428 0.1314 -0.0794 0.42
C -0.3557 3.7060 1.9932 -0.0291 0.0779 0.0152 -1.00
C -0.7659 0.9563 3.1570 -0.0788 -0.0036 0.1139 -0.44
Si -1.0269 1.2459 -0.3390 -0.0404 -0.0436 0.0124 -0.06
Te -0.1838 -0.9252 -1.2317 0.1684 0.1432 0.1826 -0.48
Si -0.1206 2.6018 -2.0262 -0.0360 -0.0923 -0.0683 0.13
C -0.2770 4.4602 -1.7753 0.0072 0.0766 0.0694 -1.17
C 1.7125 2.2469 -2.2448 0.0873 -0.0541 0.0158 -0.84
C -0.9934 2.1739 -3.6333 -0.0587 -0.0351 -0.0721 -0.98
Si -3.3527 1.4958 -0.3724 0.0181 0.0755 -0.0782 0.77
C -4.1015 0.4774 -1.7413 -0.0128 -0.0990 -0.0759 -0.78
C -4.1353 1.0840 1.2767 -0.0011 -0.0569 0.1032 -1.02
C -3.7170 3.3191 -0.7023 -0.0097 0.0759 -0.0023 -1.15
H 2.2332 1.6747 2.6110 0.0162 0.0120 -0.0050 0.49
H 2.2814 2.1994 0.9178 0.0063 0.0203 0.0137 0.28
H 1.9618 0.5116 1.2944 -0.0115 0.0030 0.0151 -0.10
H 0.1656 4.0345 2.8971 -0.0092 0.0026 0.0105 0.39
H -1.4213 3.9101 2.1281 0.0008 0.0010 0.0046 0.24
H -0.0085 4.3175 1.1597 0.0211 0.0132 0.0157 0.17
H -0.2259 1.2348 4.0668 -0.0247 -0.0165 0.0131 0.44
H -0.6551 -0.1123 3.0066 0.0392 -0.2404 0.0132 -0.29
H -1.8275 1.1611 3.3032 0.0018 0.0217 0.0060 0.29
H 0.3362 4.8073 -0.9419 0.0259 0.0091 -0.0190 0.34
H -1.3039 4.7733 -1.5849 -0.0192 -0.0017 -0.0117 0.27
H 0.0731 4.9670 -2.6796 -0.0077 0.0202 -0.0007 0.38
H 2.2838 2.5725 -1.3722 -0.0009 0.0314 -0.0049 0.17
H 2.0950 2.7750 -3.1237 0.0194 0.0061 0.0067 0.48
H 1.8989 1.1780 -2.3714 -0.0102 -0.0092 -0.0298 0.07
H -2.0156 2.5609 -3.6407 0.0019 0.0127 -0.0057 0.23
H -1.0520 1.0911 -3.7638 0.0250 0.0071 -0.0063 0.28
H -0.4616 2.5967 -4.4904 -0.0167 0.0234 -0.0075 0.40
H -3.9292 -0.5837 -1.5545 -0.0044 0.0451 -0.0169 0.04
H -3.6520 0.7236 -2.7058 -0.0184 0.0228 -0.0128 0.25
H -5.1798 0.6499 -1.8022 -0.0066 0.0065 -0.0200 0.34
H -3.9520 0.0424 1.5424 -0.0007 -0.0345 -0.0046 0.19
H -5.2166 1.2412 1.2283 0.0010 -0.0109 0.0047 0.38
H -3.7351 1.7232 2.0673 -0.0254 0.0173 0.0116 0.25
H -3.3789 3.6190 -1.6966 -0.0104 -0.0040 -0.0125 0.22
H -3.2202 3.9653 0.0262 -0.0120 0.0084 0.0043 0.26
H -4.7928 3.5087 -0.6425 -0.0032 0.0025 -0.0004 0.41
```
Positions in Å, forces in eV/Å.

Its spin multiplicity is 1. The net charge is -1. As for the HOMO-LUMO gap: 6.778 eV.


The following is a DFT calculation (ωB97M-V/def2-TZVPD) of a molecular structure, C3H12N3P2.

Geometry as XYZ:
```
20
Properties=species:S:1:pos:R:3:forces:R:3:mulliken_charge:R:1
C -0.1917 -0.1264 0.0220 5.1789 -0.3346 4.0699 0.71
C 1.5441 1.5240 -0.6253 -0.2160 0.4082 0.6360 -0.92
C -0.2862 1.0259 -2.0806 0.1796 0.4872 1.0128 -1.36
N -1.2883 -0.8083 -0.1801 -0.3446 -0.2559 0.8952 -0.38
N 0.2755 0.7328 -0.8231 3.3064 1.5734 0.9432 0.06
N 0.7303 -0.3824 1.3139 -5.0934 0.5274 -4.4266 -0.35
P -2.0016 -1.9501 0.9760 -0.0659 1.0084 1.5745 -0.07
P 0.6453 -1.8808 2.0757 3.3525 -1.9585 0.6084 -0.14
H 2.2242 1.1656 0.1342 -0.2237 -0.4519 0.0852 0.32
H 2.0983 1.5059 -1.5485 0.0091 -0.0865 -0.3613 0.34
H 1.3643 2.5831 -0.3555 -0.4344 -0.5867 -0.2917 0.34
H 0.3279 1.5316 -2.7433 1.4155 1.5218 -0.5732 0.40
H -0.4784 0.1992 -2.5945 -1.0699 -4.0282 -1.9679 0.56
H -1.1638 1.5059 -1.9286 -2.8292 1.9687 0.0253 0.47
H -1.9835 -0.2804 -0.6654 -0.3163 0.1422 -0.7856 0.35
H 1.5881 0.0550 1.4605 1.0308 1.3904 -0.6093 0.29
H -2.8738 -0.9561 1.5882 0.3702 -0.5836 -0.2883 0.12
H -2.8775 -2.2729 0.0341 -1.6995 -0.7820 -1.3697 0.11
H 2.0531 -1.7386 2.6575 -1.2794 -0.4182 -1.0425 0.06
H 0.2935 -1.4331 3.2830 -1.2706 0.4583 1.8656 0.08
```
Positions in Å, forces in eV/Å.

Its spin multiplicity is 1. The net charge is +1. As for the HOMO-LUMO gap: 9.282 eV.


The following is a DFT calculation (ωB97M-V/def2-TZVPD) of a gas-phase ion, C7H12N3 (charge +1).

Geometry as XYZ:
```
22
Properties=species:S:1:pos:R:3:forces:R:3:mulliken_charge:R:1
C -1.1462 0.0130 0.0968 0.4745 -0.9662 -2.2409 0.81
C -0.2831 -1.0966 0.1319 -1.9821 0.0450 1.6002 0.58
C -1.5092 2.2921 -0.7440 -0.6893 -0.0405 -0.1734 -0.75
C -0.9247 1.4270 0.0540 1.5324 -0.0747 0.3241 -0.23
C 2.8740 0.0678 -0.5489 0.0460 0.1707 -1.4448 -0.20
C -2.5845 -0.1543 -0.1127 -0.7492 -4.3695 -1.3350 -1.50
C -0.8703 -2.5041 0.4357 1.4660 1.3487 -1.9801 -1.41
N 1.0311 -1.1908 0.1219 1.1361 -0.4403 0.3305 0.00
N 1.9673 -0.3848 0.1812 0.8975 1.2257 -0.4799 -0.42
N 4.1130 0.7644 0.1072 -1.6567 -1.1532 -2.8082 -0.17
H -2.1585 1.9768 -1.5349 -0.0903 -0.0959 -0.4100 0.25
H -1.4960 3.3347 -0.5668 0.4895 0.8909 0.0622 0.30
H -0.3096 1.7289 0.8504 1.0150 0.9987 0.9095 0.37
H -2.9577 -1.2178 0.1272 0.4076 1.7212 -0.7643 0.30
H -2.9437 0.2073 -1.1167 0.5310 -0.6417 0.8350 0.30
H -2.9778 0.4863 0.5638 -1.9581 1.8582 2.0915 0.55
H 0.0305 -3.0685 0.6290 -0.2236 -0.5133 0.5069 0.41
H -1.2431 -2.8793 -0.5233 -0.6716 -0.2419 0.5571 0.36
H -1.5379 -2.4278 1.2629 -0.6425 -0.4576 0.3231 0.42
H 4.9493 0.5353 -0.4364 -0.2529 -0.0713 0.2150 0.39
H 4.0651 0.3595 0.9705 0.8789 -0.6526 3.5218 0.31
H 3.9120 1.7308 0.0511 0.0418 1.4597 0.3599 0.34
```
Positions in Å, forces in eV/Å.

Its spin multiplicity is 1. The net charge is +1. As for the HOMO-LUMO gap (alpha / beta): 6.453 / 7.242 eV.


The following is a DFT calculation (ωB97M-V/def2-TZVPD) of a single C4H7BrOS molecule.

Geometry as XYZ:
```
14
Properties=species:S:1:pos:R:3:forces:R:3:mulliken_charge:R:1
C 0.1507 -1.1488 -0.4839 -0.7735 -1.8448 2.0030 -0.52
C -0.6848 -0.0813 -1.1680 0.1966 -1.0935 -3.8290 -0.46
C -0.0837 0.6849 1.2894 1.4725 -0.8194 -2.7222 -0.76
C 0.9987 -0.4995 0.5342 -3.4450 5.5332 0.1509 -0.52
O -1.3211 2.4018 -0.4466 -0.3746 0.2124 -0.4102 -0.60
S -1.5038 1.0045 -0.0069 2.0628 0.3436 1.5330 0.42
Br 2.4674 0.5293 -0.1316 0.4709 0.0600 -0.3974 -0.10
H -0.4882 -1.9070 0.1982 0.8829 1.5956 -1.7669 0.25
H 0.8050 -1.7922 -1.0799 -0.5379 0.2115 -0.5848 0.33
H 0.0008 0.5807 -1.9371 -1.8886 -1.5178 1.9958 0.32
H -1.5086 -0.6702 -1.7525 1.3920 1.4826 0.6313 0.34
H -0.6444 0.3403 2.1081 -0.2850 -1.0089 1.3128 0.38
H 0.4732 1.6062 1.5873 -0.6734 -0.6086 -0.6823 0.40
H 1.3389 -1.0489 1.2894 1.5005 -2.5461 2.7660 0.51
```
Positions in Å, forces in eV/Å.

Its spin multiplicity is 1. As for the HOMO-LUMO gap: 9.696 eV.


Quick rundown of molar mass, same order as above: 690.5, 156.1, 926.9, 152.1, 138.2, 183.1 g/mol